C4H7N2OS2 | ωB97M-V with the def2-TZVPD basis set

## Properties
* net charge: +1
* E_tot: -1137.39483 hartree
* multiplicity: 1
* relative energy (zero: lowest compared OMol25 entry of this formula, charge and spin): 1.412 eV
* gap between HOMO and LUMO: 0.24647 Eh

Cartesian coordinates (Å):
C 1.439 1.540 -0.310
C -1.604 0.707 0.643
C -1.361 -0.307 -1.236
C -0.492 -1.446 0.840
N 2.272 0.897 0.243
N -1.153 -0.370 0.158
O 0.571 1.909 -0.938
S -2.290 2.056 0.922
S 3.541 0.579 1.201
H -0.470 -0.713 -1.754
H -2.303 -0.827 -1.480
H -1.512 0.669 -1.548
H -1.235 -2.085 1.261
H 0.029 -2.125 0.106
H 0.163 -1.105 1.716
H 4.405 0.620 0.175

---

C4H7N2P | ωB97M-V with the def2-TZVPD basis set

## Properties
* E_tot: -607.28701 hartree
* multiplicity: 1
* relative energy (zero: lowest compared OMol25 entry of this formula, charge and spin): 4.688 eV
* gap between HOMO and LUMO: 0.28070 Eh

Cartesian coordinates (Å):
C -1.113 1.748 -0.907
C -0.833 0.365 -1.115
P -1.327 -1.035 -1.748
C -0.547 -2.275 -0.491
N 0.287 -1.770 0.352
N 0.522 -0.520 0.608
C 1.541 0.022 1.386
H -2.002 1.883 -0.296
H -1.019 2.368 -1.803
H -0.333 1.998 -0.234
H -0.515 -3.349 -0.557
H 2.210 0.621 0.777
H 1.070 0.652 2.107
H 2.059 -0.710 1.922

---

C4H7N2P | ωB97M-V with the def2-TZVPD basis set

## Properties
* E_tot: -607.42864 hartree
* multiplicity: 1
* relative energy (zero: lowest compared OMol25 entry of this formula, charge and spin): 0.835 eV
* gap between HOMO and LUMO: 0.32951 Eh

Cartesian coordinates (Å):
C -0.701 -1.717 0.282
C 0.419 -0.688 0.030
N 1.842 -1.124 0.148
P 2.834 0.197 0.098
C 1.503 1.308 0.029
N 0.314 0.653 0.004
C -1.008 1.148 -0.175
H -1.335 -1.408 1.081
H -0.178 -2.751 0.285
H -1.281 -1.670 -0.634
H 1.482 2.296 -0.354
H -0.755 1.925 -0.943
H -1.624 0.308 -0.500
H -1.512 1.524 0.648

---

C4H7N2P | ωB97M-V with the def2-TZVPD basis set

## Properties
* E_tot: -607.21067 hartree
* multiplicity: 3
* relative energy (zero: lowest compared OMol25 entry of this formula, charge and spin): 3.013 eV
* gap between HOMO and LUMO (spin up / spin down): 0.23505 / 0.22493 Eh

Cartesian coordinates (Å):
C -0.607 -1.243 -1.798
C -1.376 -1.689 -0.804
C 0.374 -0.655 0.023
C 1.451 0.896 0.885
N 0.543 -0.655 -1.241
N -0.777 -1.243 0.404
P 0.110 1.984 1.405
H -0.750 -1.384 -2.890
H -2.377 -2.004 -0.793
H 1.998 1.319 0.064
H 1.911 0.565 1.751
H -1.077 -1.419 1.441
H -0.176 2.349 0.063
H 0.754 3.179 1.491

---

C4H7N2S | ωB97M-V with the def2-TZVPD basis set

## Properties
* net charge: +1
* E_tot: -663.98150 hartree
* multiplicity: 1
* relative energy (zero: lowest compared OMol25 entry of this formula, charge and spin): 2.535 eV
* gap between HOMO and LUMO (spin up / spin down): 0.33020 / 0.33018 Eh

Cartesian coordinates (Å):
N 2.222 1.021 -2.127
C 2.032 1.139 -1.011
C 1.518 1.139 0.302
C 0.567 -0.218 0.458
S 1.110 -1.735 0.701
C -0.939 0.070 0.154
N -1.709 -1.181 -0.113
H 2.345 1.008 1.051
H 0.702 1.954 0.474
H -1.227 0.503 1.061
H -0.955 0.830 -0.604
H -1.908 -1.652 -1.040
H -2.697 -1.032 0.224
H -1.059 -1.845 0.471

---

C4H7N3 | ωB97M-V with the def2-TZVPD basis set

## Properties
* E_tot: -320.62213 hartree
* multiplicity: 1
* relative energy (zero: lowest compared OMol25 entry of this formula, charge and spin): 7.107 eV
* gap between HOMO and LUMO: 0.29556 Eh

Cartesian coordinates (Å):
C -0.723 0.022 0.149
C -2.111 0.126 0.003
C 2.011 -0.771 -0.577
C 1.475 0.562 -0.275
N -1.320 -1.010 0.590
N -3.234 0.519 -0.372
N -4.394 -0.175 -0.393
H 3.008 -0.692 -0.413
H 1.945 -1.128 -1.708
H 1.753 -1.560 0.124
H 1.279 1.384 -1.034
H 2.124 0.931 0.595
H -4.672 -1.080 0.061
H -5.097 0.263 -0.919

---

C4H7N3 | ωB97M-V with the def2-TZVPD basis set

## Properties
* E_tot: -320.85465 hartree
* multiplicity: 1
* relative energy (zero: lowest compared OMol25 entry of this formula, charge and spin): 0.780 eV
* gap between HOMO and LUMO: 0.37492 Eh

Cartesian coordinates (Å):
C -2.506 0.119 -0.199
C -1.078 -0.211 0.094
C 0.028 0.596 0.005
N 1.071 -0.227 0.248
C 2.475 0.058 0.051
N 0.646 -1.472 0.484
N -0.650 -1.467 0.403
H -3.120 -0.780 -0.109
H -2.901 0.885 0.475
H -2.599 0.495 -1.224
H 0.158 1.647 -0.209
H 3.029 -0.864 0.226
H 2.816 0.837 0.736
H 2.631 0.385 -0.981

---

C4H7N3 | ωB97M-V with the def2-TZVPD basis set

## Properties
* E_tot: -320.64959 hartree
* multiplicity: 1
* relative energy (zero: lowest compared OMol25 entry of this formula, charge and spin): 6.359 eV
* gap between HOMO and LUMO (spin up / spin down): 0.28204 / 0.28201 Eh

Cartesian coordinates (Å):
C 0.063 1.436 1.886
N -0.526 0.303 1.179
C -0.050 0.008 -0.012
N -0.282 -2.215 -0.178
N -0.198 -1.928 -1.373
C -0.194 -0.605 -1.886
C 0.547 0.376 -1.122
H 0.063 2.310 1.231
H -0.494 1.658 2.798
H 1.101 1.199 2.152
H -0.776 -0.510 1.734
H 0.015 -2.652 -2.074
H -0.562 -0.486 -2.903
H 1.294 1.104 -1.430

---

C4H7N3 | ωB97M-V with the def2-TZVPD basis set

## Properties
* E_tot: -320.72539 hartree
* multiplicity: 1
* relative energy (zero: lowest compared OMol25 entry of this formula, charge and spin): 4.297 eV
* gap between HOMO and LUMO: 0.34484 Eh

Cartesian coordinates (Å):
H -0.004 0.640 -3.081
N -0.769 0.180 -3.624
N -0.825 -0.968 -3.133
C 0.096 -1.253 -2.107
C -0.079 -0.871 -0.925
N -0.442 -0.670 0.308
C -0.311 0.568 1.083
C 0.902 0.471 1.995
H -0.692 -1.509 0.812
H -0.218 1.394 0.370
H -1.248 0.710 1.641
H 1.811 0.361 1.392
H 0.801 -0.411 2.640
H 0.977 1.357 2.630

---

C4H7N3 | ωB97M-V with the def2-TZVPD basis set

## Properties
* E_tot: -320.82666 hartree
* multiplicity: 1
* relative energy (zero: lowest compared OMol25 entry of this formula, charge and spin): 1.541 eV
* gap between HOMO and LUMO: 0.37569 Eh

Cartesian coordinates (Å):
C -1.825 0.220 -0.563
C -0.725 -0.480 0.163
N -0.821 -1.701 0.542
N 0.366 -1.994 1.307
N 1.115 -1.012 1.408
C 0.566 0.108 0.644
C 1.593 0.489 -0.426
H -2.644 -0.481 -0.740
H -2.201 1.052 0.044
H -1.491 0.635 -1.520
H 0.393 0.952 1.325
H 1.861 -0.395 -1.013
H 2.499 0.859 0.061
H 1.213 1.262 -1.099

---

C4H7N3 | ωB97M-V with the def2-TZVPD basis set

## Properties
* E_tot: -320.72918 hartree
* multiplicity: 1
* relative energy (zero: lowest compared OMol25 entry of this formula, charge and spin): 4.194 eV
* gap between HOMO and LUMO: 0.31761 Eh

Cartesian coordinates (Å):
C 0.547 -1.488 -0.765
C 1.231 1.206 0.081
C 0.766 2.404 0.562
C -1.656 -1.450 0.065
N 1.768 -0.867 -0.903
N 1.754 0.310 -0.458
N -0.318 -0.917 -0.125
H 0.373 -2.565 -1.191
H -0.291 2.510 0.315
H 0.839 2.280 1.767
H 1.168 3.397 0.236
H -1.984 -1.614 1.125
H -2.453 -0.811 -0.181
H -1.744 -2.394 -0.528

---

C4H7N3 | ωB97M-V with the def2-TZVPD basis set

## Properties
* E_tot: -320.77740 hartree
* multiplicity: 1
* relative energy (zero: lowest compared OMol25 entry of this formula, charge and spin): 2.882 eV
* gap between HOMO and LUMO: 0.34636 Eh

Cartesian coordinates (Å):
C -2.470 -0.334 0.049
N -1.251 0.641 -0.221
C -0.002 0.227 -0.113
C 1.255 1.170 0.043
C 2.261 0.092 -0.007
N 1.852 -1.067 -0.091
N 0.528 -1.035 0.030
H -2.373 -0.591 1.164
H -2.618 -1.193 -0.800
H -3.313 0.398 -0.036
H 1.273 1.797 1.046
H 1.287 1.770 -0.902
H 3.298 0.112 -0.124
H 0.275 -1.987 -0.038